Record 1
Here is the molecule C2H3FO2 in a non-equilibrium geometry from the Open Molecules 2025 dataset. Energies are from ωB97M-V with the def2-TZVPD basis set.

```
! wB97M-V def2-TZVPD RIJCOSX def2/J DEFGRID3
* xyz 0 1
O -1.28751 -0.93226 -0.99817
C -0.24207 -0.94838 -0.35006
F 0.51596 -2.10633 -0.32310
C 0.27734 0.26463 0.47006
O -0.25573 1.44511 0.00797
H -0.25563 0.15558 1.52863
H 1.40007 0.41263 0.53446
H -0.15244 1.70901 -0.86977
*
```

As for the energy relative to the best compared isomer or geometry (same formula, charge and spin): 16.2 kcal/mol. The value obtained for the molar mass is 78.042 g mol⁻¹.

Results of the natural (NBO) charge analysis, in e, for atoms 1 through 2:
1 O -0.520
2 C 0.826



Record 2
Here is a structure of composition C4H12AgClO4 in a non-equilibrium geometry from the Open Molecules 2025 dataset. Energies are from ωB97M-V with the def2-TZVPD basis set.

```
! wB97M-V def2-TZVPD RIJCOSX def2/J DEFGRID3
* xyz 1 2
Ag -2.54185 -1.56197 6.16336
Cl -1.78322 -0.22715 2.61182
C 0.29032 6.21937 0.37787
C 0.24045 4.65968 0.03434
O 0.21327 4.48783 -1.32729
O -0.95732 6.83541 0.41649
H 0.96309 6.86162 -0.19045
H 0.59241 6.27443 1.42372
H -0.67514 4.27220 0.48115
H 1.01128 3.99615 0.42633
H -0.06996 5.19685 -1.90925
H -1.46563 6.12458 0.01906
C 0.69506 -5.94977 -1.15917
C -0.32927 -4.84960 -0.78693
O 0.19165 -3.57003 -1.02768
O 1.81171 -6.16367 -0.34148
H 1.11188 -5.72985 -2.14202
H 0.25482 -6.94669 -1.13839
H -0.45781 -5.01015 0.28350
H -1.30908 -4.95141 -1.25352
H -0.08635 -3.05752 -0.26502
H 2.29972 -6.91026 -0.69652
*
```

As for the total energy: -1067.23472 a.u. The value obtained for the molar mass is 267.457 g mol⁻¹.

Results of the natural (NBO) charge analysis, in e, for atoms 1 through 2:
1 Ag 0.992
2 Cl 0.008